Record 1
Computed, not measured: a 10-piece molecular cluster, C22H64F3N14O12S overall, with ωB97M-V/def2-TZVPD.

The value obtained for the HOMO energy is -0.223 Ha. The value obtained for the electronic energy is -3243.85982 hartree. As for the HOMO-LUMO gap: 7.697 eV. Its multiplicity is 1. As for the total charge: -1. The value obtained for the relative energy (zero: lowest compared OMol25 entry of this formula, charge and spin) is 1.5446 eV.

Geometry (Å):
C1 0.77 -1.36 1.92
F1 1.38 -1.88 3.00
F2 1.25 -1.87 0.80
F3 -0.53 -1.52 2.03
S1 1.09 0.55 1.82
O1 0.53 1.03 3.06
O2 2.54 0.69 1.70
O3 0.44 0.97 0.57
C2 -1.54 0.21 9.67
O4 -1.34 -0.60 10.50
N1 -0.72 0.96 9.08
N2 -2.75 0.48 9.18
H1 0.23 0.66 9.25
H2 -1.02 1.48 8.26
H3 -3.61 0.01 9.43
H4 -2.92 1.17 8.46
C3 -1.62 -0.03 -5.45
O5 -2.02 -0.32 -6.55
N3 -1.19 1.15 -5.19
N4 -1.62 -0.82 -4.41
H5 -0.85 1.28 -4.25
H6 -0.93 1.60 -6.06
H7 -0.99 -0.38 -3.75
H8 -1.90 -1.78 -4.56
C4 10.67 0.76 0.07
O6 10.98 1.53 -0.80
N5 9.45 0.36 0.33
N6 11.53 0.22 0.82
H9 8.67 0.98 0.13
H10 9.41 -0.22 1.16
H11 11.20 -0.24 1.66
H12 12.50 0.50 0.80
C5 -5.29 4.79 -1.58
O7 -6.09 5.67 -2.09
N7 -4.12 5.11 -1.05
N8 -5.39 3.53 -1.46
H13 -3.91 6.09 -1.18
H14 -3.51 4.43 -0.61
H15 -4.57 3.01 -1.17
H16 -6.15 3.03 -1.90
C6 8.15 -2.14 6.26
O8 8.24 -3.15 5.61
N9 7.43 -1.11 6.04
N10 9.01 -1.88 7.16
H17 6.83 -0.97 5.24
H18 7.51 -0.22 6.51
H19 8.90 -1.15 7.85
H20 9.74 -2.56 7.29
C7 1.13 -7.50 -5.94
C8 0.97 -6.79 -7.29
C9 1.28 -7.81 -8.50
O9 1.41 -7.08 -9.72
C10 2.65 -6.38 -9.86
N11 -0.47 -6.39 -7.22
H21 0.80 -6.87 -5.12
H22 2.15 -7.86 -5.84
H23 0.52 -8.40 -6.06
H24 1.66 -5.95 -7.32
H25 0.49 -8.56 -8.54
H26 2.13 -8.47 -8.31
H27 2.99 -5.78 -9.01
H28 2.37 -5.78 -10.72
H29 3.46 -6.97 -10.27
H30 -0.62 -5.92 -8.11
H31 -1.10 -7.17 -7.34
C11 -10.84 -3.59 4.05
C12 -9.58 -2.76 3.69
C13 -8.46 -3.52 3.00
O10 -8.87 -3.94 1.71
C14 -7.86 -4.22 0.75
N12 -9.90 -1.46 2.97
H32 -11.57 -3.79 3.26
H33 -11.40 -3.00 4.77
H34 -10.48 -4.46 4.59
H35 -9.24 -2.41 4.67
H36 -8.15 -4.41 3.56
H37 -7.52 -2.97 3.00
H38 -6.97 -4.72 1.13
H39 -7.57 -3.31 0.22
H40 -8.33 -4.85 -0.01
H41 -9.17 -0.78 3.14
H42 -9.76 -1.75 2.02
C15 -2.57 7.86 6.75
C16 -3.88 6.99 7.10
C17 -5.22 7.75 7.29
O11 -5.54 8.33 8.57
C18 -4.65 9.37 9.05
N13 -3.99 6.08 6.02
H43 -2.65 8.25 5.74
H44 -1.70 7.20 6.81
H45 -2.49 8.67 7.47
H46 -3.78 6.40 8.02
H47 -6.01 7.02 7.10
H48 -5.29 8.54 6.54
H49 -5.29 10.00 9.68
H50 -4.12 9.97 8.31
H51 -3.88 8.91 9.66
H52 -4.28 6.57 5.18
H53 -3.07 5.75 5.76
C19 5.86 2.05 -5.90
C20 5.89 1.70 -7.37
C21 6.49 0.20 -7.47
O12 6.68 -0.23 -8.80
C22 7.96 -0.70 -9.19
N14 4.58 1.76 -7.99
H54 6.83 2.36 -5.51
H55 5.37 1.30 -5.29
H56 5.39 3.04 -5.88
H57 6.59 2.31 -7.95
H58 5.68 -0.38 -7.02
H59 7.42 0.15 -6.91
H60 7.98 -0.99 -10.24
H61 8.20 -1.55 -8.54
H62 8.60 0.15 -8.99
H63 4.65 1.94 -8.99
H64 4.26 0.80 -7.96


Record 2
Computed, not measured: C22H64INbO8P as an isolated structure, with ωB97M-V/def2-TZVPD.

The value obtained for the HOMO energy is -0.151 Ha. The value obtained for the electronic energy is -2174.31319 hartree. As for the HOMO-LUMO gap: 6.032 eV. Its multiplicity is 1. As for the total charge: -1.

Geometry (Å):
C1 -1.52 -3.10 -2.14
C2 -1.13 -4.44 -1.51
C3 -1.05 -4.41 0.02
I1 -3.10 -4.28 0.75
Nb1 0.35 -3.06 1.22
C4 1.80 -1.40 1.74
C5 3.02 -1.17 0.89
C6 2.70 -0.51 -0.45
O1 3.96 -0.33 1.65
P1 -0.51 -2.80 3.54
C7 -1.57 -1.33 3.89
C8 0.64 -2.81 4.99
H1 -1.98 -3.24 -3.12
H2 -0.65 -2.46 -2.26
H3 -2.23 -2.57 -1.49
H4 -1.81 -5.23 -1.84
H5 -0.13 -4.72 -1.85
H6 -0.75 -5.40 0.37
H7 1.28 -4.45 2.12
H8 1.58 -3.19 -0.11
H9 -0.79 -1.70 0.63
H10 2.11 -1.64 2.76
H11 1.21 -0.48 1.78
H12 3.54 -2.12 0.71
H13 1.67 -0.15 -0.48
H14 2.82 -1.21 -1.29
H15 3.37 0.33 -0.62
H16 4.86 -0.62 1.44
H17 -1.12 -0.71 4.68
H18 -1.67 -0.72 2.99
H19 -2.57 -1.64 4.21
H20 1.65 -3.04 4.66
H21 0.65 -1.82 5.46
H22 0.36 -3.55 5.74
C9 5.99 3.29 -0.26
C10 5.28 2.52 -1.35
O2 5.77 1.20 -1.52
H23 7.06 3.32 -0.45
H24 5.61 4.31 -0.18
H25 5.82 2.81 0.71
H26 5.43 3.00 -2.32
H27 4.20 2.51 -1.16
H28 5.59 0.73 -0.70
C11 6.00 8.59 1.19
C12 4.88 7.58 1.34
O3 5.36 6.24 1.24
H29 6.52 8.46 0.25
H30 5.61 9.61 1.24
H31 6.73 8.48 2.00
H32 4.16 7.68 0.53
H33 4.34 7.72 2.28
H34 5.99 6.08 1.95
C13 2.47 2.77 1.58
C14 1.08 2.86 0.98
O4 0.65 4.21 0.82
H35 2.49 3.29 2.54
H36 2.78 1.74 1.73
H37 3.20 3.24 0.91
H38 0.34 2.41 1.64
H39 1.03 2.32 0.03
H40 1.27 4.65 0.23
C15 -7.49 -3.72 -0.42
C16 -7.76 -3.56 1.06
O5 -6.68 -4.00 1.86
H41 -7.26 -4.76 -0.66
H42 -8.35 -3.42 -1.01
H43 -6.63 -3.11 -0.72
H44 -8.61 -4.18 1.37
H45 -8.02 -2.52 1.29
H46 -5.89 -3.50 1.62
C17 -6.35 -3.89 -3.74
C18 -4.85 -3.77 -3.64
O6 -4.29 -2.89 -4.61
H47 -6.65 -4.23 -4.74
H48 -6.73 -4.61 -3.01
H49 -6.84 -2.93 -3.54
H50 -4.37 -4.74 -3.83
H51 -4.56 -3.48 -2.62
H52 -4.64 -2.00 -4.44
C19 -12.43 -5.42 -2.64
C20 -11.11 -5.19 -1.92
O7 -10.27 -4.26 -2.60
H53 -12.26 -5.77 -3.65
H54 -13.03 -6.16 -2.11
H55 -13.02 -4.50 -2.68
H56 -10.53 -6.11 -1.88
H57 -11.29 -4.87 -0.89
H58 -10.72 -3.41 -2.65
C21 10.86 7.37 -0.38
C22 9.38 7.61 -0.15
O8 8.98 8.94 -0.47
H59 11.45 8.07 0.21
H60 11.13 6.36 -0.09
H61 11.12 7.50 -1.43
H62 9.13 7.48 0.90
H63 8.79 6.88 -0.72
H64 9.16 9.11 -1.40


Record 3
Computed, not measured: C22H64O33P7V as an isolated structure, with ωB97M-V/def2-TZVPD.

The value obtained for the HOMO energy is -0.364 Ha. The value obtained for the electronic energy is -6693.82834 hartree. As for the HOMO-LUMO gap: 10.003 eV. Its multiplicity is 1. The value obtained for the relative energy (zero: lowest compared OMol25 entry of this formula, charge and spin) is 0.0000 eV.

Geometry (Å):
O1 -3.77 -8.69 23.61
V1 -5.13 -8.14 23.00
O2 -6.32 -8.98 23.67
O3 -5.24 -5.35 20.23
C1 -5.14 -6.40 21.06
O4 -6.19 -6.83 21.64
O5 -4.04 -6.97 21.27
H1 -6.18 -5.11 20.35
C2 -5.92 -3.58 23.52
O6 -5.73 -4.04 24.86
P1 -6.07 -5.49 25.30
O7 -5.44 -6.52 24.48
O8 -5.61 -5.56 26.79
C3 -5.99 -4.52 27.75
O9 -7.64 -5.53 25.34
C4 -8.24 -6.81 25.66
H2 -6.32 -4.36 22.86
H3 -4.97 -3.29 23.09
H4 -6.65 -2.77 23.48
H5 -6.78 -4.97 28.37
H6 -6.49 -3.69 27.25
H7 -5.12 -4.23 28.31
H8 -8.27 -7.49 24.81
H9 -9.27 -6.59 25.93
H10 -7.75 -7.28 26.52
C5 -6.15 -12.52 20.53
O10 -4.74 -12.17 20.59
P2 -4.37 -10.66 20.52
O11 -5.02 -9.80 21.49
O12 -4.79 -10.31 19.04
C6 -4.46 -9.00 18.54
O13 -2.82 -10.74 20.48
C7 -2.03 -9.92 21.37
H11 -6.33 -13.26 19.75
H12 -6.76 -11.64 20.39
H13 -6.40 -12.96 21.49
H14 -5.37 -8.39 18.52
H15 -4.03 -9.12 17.55
H16 -3.77 -8.48 19.21
H17 -1.17 -9.55 20.79
H18 -1.61 -10.52 22.17
H19 -2.57 -9.05 21.74
C8 -0.69 -5.79 14.22
O14 -0.87 -4.53 14.88
P3 -2.28 -4.10 15.48
O15 -2.18 -3.09 16.53
O16 -2.99 -5.45 15.83
C9 -3.10 -5.89 17.21
O17 -3.14 -3.64 14.23
C10 -2.64 -2.57 13.44
H20 0.33 -6.12 14.36
H21 -0.83 -5.67 13.14
H22 -1.39 -6.56 14.55
H23 -3.04 -5.07 17.91
H24 -2.27 -6.58 17.40
H25 -4.05 -6.38 17.37
H26 -2.82 -2.77 12.39
H27 -1.57 -2.38 13.56
H28 -3.17 -1.66 13.73
C11 -7.07 0.12 21.85
O18 -7.44 -1.19 21.40
P4 -6.75 -1.91 20.18
O19 -7.13 -1.38 18.89
O20 -5.23 -1.81 20.58
C12 -4.21 -2.20 19.66
O21 -7.10 -3.44 20.49
C13 -8.47 -3.83 20.45
H29 -6.60 0.06 22.82
H30 -7.96 0.75 21.81
H31 -6.39 0.58 21.12
H32 -4.03 -1.41 18.94
H33 -4.46 -3.12 19.14
H34 -3.30 -2.40 20.23
H35 -9.16 -3.15 19.96
H36 -8.85 -4.07 21.45
H37 -8.51 -4.80 19.94
C14 0.92 -3.22 24.65
O22 0.56 -2.36 23.57
P5 0.16 -3.02 22.19
O23 -0.21 -2.13 21.10
O24 1.39 -3.96 21.86
C15 2.72 -3.46 21.61
O25 -0.93 -4.06 22.61
C16 -1.62 -4.83 21.60
H38 1.75 -2.74 25.19
H39 1.36 -4.17 24.34
H40 0.14 -3.33 25.39
H41 2.73 -2.36 21.65
H42 3.06 -3.77 20.63
H43 3.38 -3.84 22.39
H44 -1.30 -5.85 21.79
H45 -1.44 -4.52 20.57
H46 -2.69 -4.75 21.77
C17 -10.69 -3.84 17.41
O26 -9.26 -4.04 17.44
P6 -8.62 -5.08 16.42
O27 -9.55 -5.64 15.45
O28 -7.41 -4.33 15.76
C18 -6.25 -3.89 16.44
O29 -7.85 -6.09 17.38
C19 -8.56 -7.23 17.91
H47 -10.92 -3.01 16.74
H48 -11.02 -3.60 18.42
H49 -11.18 -4.74 17.05
H50 -6.22 -2.80 16.45
H51 -5.38 -4.25 15.88
H52 -6.10 -4.23 17.47
H53 -9.63 -7.16 17.71
H54 -8.36 -7.27 18.98
H55 -8.14 -8.11 17.44
C20 -8.66 -10.61 25.47
O30 -8.37 -11.29 24.25
P7 -9.46 -11.32 23.10
O31 -9.02 -12.13 21.97
O32 -10.76 -11.78 23.85
C21 -11.80 -12.43 23.12
O33 -9.79 -9.81 22.74
C22 -8.91 -9.18 21.78
H56 -9.70 -10.30 25.59
H57 -8.08 -9.69 25.50
H58 -8.35 -11.25 26.29
H59 -12.65 -11.76 23.05
H60 -12.06 -13.33 23.68
H61 -11.44 -12.74 22.14
H62 -7.90 -9.56 21.90
H63 -8.84 -8.10 21.88
H64 -9.26 -9.45 20.78


Record 4
Computed, not measured: a 8-piece molecular cluster, C22H65N4O10 overall, with ωB97M-V/def2-TZVPD.

The value obtained for the HOMO energy is -0.416 Ha. The value obtained for the electronic energy is -1847.71655 hartree. As for the HOMO-LUMO gap: 9.056 eV. Its multiplicity is 1. As for the total charge: +1. The value obtained for the relative energy (zero: lowest compared OMol25 entry of this formula, charge and spin) is 0.7042 eV.

Geometry (Å):
N1 -0.88 0.07 -0.61
H1 0.13 0.17 -0.07
H2 -1.57 0.36 -0.16
H3 -1.11 -0.86 -0.79
H4 -0.69 0.57 -1.48
C1 -1.77 -3.66 -2.76
O1 -1.34 -2.28 -2.86
H5 -2.20 -3.90 -1.77
H6 -0.92 -4.32 -3.16
H7 -2.38 -3.59 -3.58
H8 -1.90 -1.94 -3.55
C2 -5.35 -1.38 -0.34
O2 -3.93 -1.43 -0.34
H9 -5.89 -0.74 -0.97
H10 -5.58 -1.31 0.67
H11 -5.58 -2.36 -0.93
H12 -3.77 -1.47 0.61
C3 -3.72 2.63 -0.81
O3 -2.83 2.20 -1.80
H13 -4.22 3.51 -0.97
H14 -3.39 2.54 0.25
H15 -4.61 1.86 -1.00
H16 -2.95 2.86 -2.56
C4 -1.89 2.84 3.04
O4 -1.34 2.12 1.99
H17 -1.25 3.13 3.85
H18 -2.47 2.18 3.88
H19 -2.31 3.74 2.94
H20 -0.53 1.71 2.34
C5 -3.37 -0.57 3.10
O5 -2.83 -1.44 2.03
C6 -2.04 -2.46 2.50
C7 -1.40 -3.33 1.34
N2 -0.61 -4.39 1.83
C8 -0.36 -5.43 0.81
C9 0.51 -6.52 1.54
O6 0.81 -7.43 0.60
C10 1.25 -8.66 1.25
H21 -4.12 -1.15 3.90
H22 -3.93 0.16 2.66
H23 -2.65 -0.42 3.80
H24 -2.73 -3.13 3.16
H25 -1.19 -2.07 3.11
H26 -0.86 -2.58 0.63
H27 -2.23 -3.65 0.84
H28 -1.25 -4.64 2.76
H29 0.23 -5.01 -0.12
H30 -1.36 -5.98 0.44
H31 -0.15 -6.88 2.41
H32 1.55 -6.03 1.69
H33 0.61 -8.79 2.02
H34 2.25 -8.49 1.65
H35 1.20 -9.63 0.55
C11 3.66 -5.03 -3.29
O7 2.72 -4.02 -3.03
C12 3.08 -3.12 -2.11
C13 2.01 -1.97 -2.15
N3 2.16 -1.05 -1.11
C14 3.44 -0.33 -1.16
C15 3.31 0.92 -0.16
O8 4.55 1.49 -0.31
C16 4.61 2.79 0.36
H36 4.45 -4.78 -3.80
H37 3.41 -5.84 -3.88
H38 4.00 -5.40 -2.49
H39 4.02 -2.70 -2.04
H40 3.13 -3.72 -1.14
H41 0.87 -2.40 -2.12
H42 2.21 -1.58 -3.01
H43 2.24 -1.61 -0.41
H44 3.34 0.25 -2.08
H45 4.35 -0.83 -0.86
H46 3.16 0.68 0.91
H47 2.58 1.59 -0.33
H48 4.04 3.58 -0.13
H49 5.66 3.08 0.20
H50 4.39 2.78 1.43
C17 1.13 1.99 -3.17
O9 0.70 2.64 -2.00
C18 1.24 3.85 -1.78
C19 0.56 4.32 -0.46
N4 0.90 5.65 -0.15
C20 0.25 6.06 1.08
C21 0.70 7.50 1.41
O10 0.05 7.88 2.59
C22 0.64 9.19 2.99
H51 0.51 2.46 -3.99
H52 0.85 0.93 -3.26
H53 2.30 2.10 -3.48
H54 0.80 4.49 -2.40
H55 2.42 3.66 -1.79
H56 0.80 3.61 0.45
H57 -0.65 4.29 -0.37
H58 0.43 6.01 -0.83
H59 0.42 5.23 1.92
H60 -0.86 6.33 0.93
H61 0.57 8.15 0.52
H62 1.79 7.50 1.75
H63 1.66 9.12 3.31
H64 -0.15 9.47 3.77
H65 0.46 10.08 2.07